--- i ---
Below is C6H14MgO4 as an isolated structure, with properties calculated with ωB97M-V/def2-TZVPD.

The geometry in XYZ format:
```
25
Properties=species:S:1:pos:R:3:mulliken_charge:R:1
O 2.807 0.807 2.294 -0.808
C 3.720 0.453 1.276 -0.082
C 3.053 -0.430 0.229 -0.820
O 2.789 -1.717 0.945 -0.459
C 2.031 -2.660 0.221 -0.755
C 0.766 -2.997 0.980 -0.298
O 0.092 -1.763 1.250 0.097
C -1.273 -1.894 1.624 -0.764
Mg 1.344 -0.183 1.549 0.830
H 4.603 -0.056 1.726 0.288
H 4.103 1.344 0.736 0.287
H 3.738 -0.641 -0.609 0.269
H 2.613 -3.578 0.051 0.376
H 1.753 -2.228 -0.753 0.345
H 0.971 -3.507 1.934 0.342
H 0.124 -3.649 0.371 0.381
H -1.676 -0.882 1.735 0.236
H -1.833 -2.400 0.826 0.304
H -1.337 -2.482 2.550 0.314
O -0.155 1.448 -0.855 -0.528
H 0.504 0.664 -1.054 0.273
C -1.458 1.126 -1.265 -0.488
H -1.468 0.546 -2.206 0.262
H -2.011 0.546 -0.504 0.137
H -2.015 2.058 -1.436 0.262
```

Values from the calculation:
Charge ... 0
LUMO energy ... -0.180 eV

---

--- ii ---
Below is C6H14MgO4 as an isolated structure, with properties calculated with ωB97M-V/def2-TZVPD.

The geometry in XYZ format:
```
25
Properties=species:S:1:pos:R:3:mulliken_charge:R:1
O 1.388 -2.275 1.408 -0.790
Mg 0.188 -0.778 1.193 0.794
C 0.704 -1.364 -2.077 -0.792
O 0.776 -1.536 -0.683 -0.288
C 2.036 -1.939 -0.078 -0.239
C 1.738 0.877 0.667 -0.581
O 0.912 1.892 1.229 -0.530
C -0.412 2.256 1.412 -0.731
C -1.442 1.660 0.474 -0.253
O -1.522 0.253 0.687 -0.105
C -2.589 -0.395 0.014 -0.722
H 0.240 -0.400 -2.315 0.249
H 1.688 -1.313 -2.566 0.349
H 0.053 -2.165 -2.454 0.241
H 2.866 -1.535 -0.690 0.348
H 2.200 -2.998 -0.360 0.397
H 2.724 0.994 1.158 0.253
H 1.819 1.099 -0.409 0.214
H -0.478 3.350 1.307 0.321
H -0.680 2.031 2.459 0.276
H -2.427 2.107 0.685 0.430
H -1.203 1.868 -0.582 0.300
H -2.664 -1.419 0.397 0.259
H -3.523 0.156 0.191 0.315
H -2.393 -0.426 -1.068 0.286
```

Values from the calculation:
Charge ... 0
LUMO energy ... 0.054 eV

---

Going by the energies, i is most stable and the next is 241.1 kJ/mol up.